# 1
C2H5N2O2 | the ωB97M-V functional and the def2-TZVPD basis

Geometry as XYZ:
```
11
Properties=species:S:1:pos:R:3:forces:R:3:nbo_charge:R:1
C 1.1757 -0.0837 -0.3818 2.3122 0.6248 2.2702 0.8818
C -0.5613 -0.2342 -0.9818 -3.2140 -3.0515 -3.6725 0.2410
N 2.4278 0.0622 0.0796 -2.2110 -3.2134 -0.7282 -0.7511
N -1.6971 -0.0495 -0.0157 -0.6888 1.2588 -1.1914 -0.7248
O 0.4248 -1.1439 -0.3147 0.2688 0.4225 0.2781 -0.4395
O 0.3420 0.7863 -0.8173 1.2694 2.8477 0.4007 -0.4325
H 2.8380 -0.8524 0.1997 0.2735 -0.1421 0.3210 0.4318
H 3.0974 0.7666 0.0418 0.5355 2.0016 -0.5838 0.4523
H -1.8877 -0.9111 0.4362 -0.3704 -1.2068 0.6380 0.4517
H -2.6186 0.3692 -0.3813 1.9292 -0.8715 0.0941 0.4728
H -1.2833 0.5877 0.6076 -0.1044 1.3300 2.1738 0.4165
```
Positions in Å, forces in eV/Å.

Energy above the lowest of the compared OMol25 structures with the same formula, charge and spin in eV: 2.143
E_HOMO in eV: -12.9
Total charge: +1
HOMO-LUMO gap in eV: 9.258
Multiplicity: 1
SMILES string: N[C@]12O[C@@]1([NH3+])O2

# 2
C3H10S2 | the ωB97M-V functional and the def2-TZVPD basis

Geometry as XYZ:
```
15
Properties=species:S:1:pos:R:3:forces:R:3:nbo_charge:R:1
S 1.2670 -2.5253 1.6961 -0.4019 -0.2568 -0.1029 -0.1253
S 1.8532 -0.8607 2.7235 0.3855 0.3056 -0.2181 -0.1176
H 0.8389 -2.0308 0.5066 0.2578 0.2020 0.3016 0.1263
H 0.6902 -0.3304 3.1266 -0.2325 -0.2242 0.0167 0.1211
C -1.6015 0.0328 -0.8989 -0.9556 0.5676 0.8174 -0.6122
C -0.4859 0.7054 -0.1176 1.8340 0.8933 -0.6517 -0.4073
C 0.7947 0.8708 -1.0026 -0.3382 -1.7914 -1.2754 -0.6159
H -1.8968 0.5894 -1.8251 0.4240 -0.5635 0.7558 0.2116
H -2.4663 0.0032 -0.2209 -0.1620 0.1327 -0.3858 0.2092
H -1.4133 -1.0150 -1.0931 0.3817 -0.1554 -0.4374 0.2036
H -0.2173 0.2557 0.8438 -0.2020 -0.6144 -0.3363 0.1966
H -0.7424 1.7139 0.1990 -0.4932 0.1926 -0.1567 0.1992
H 1.7572 1.0393 -0.5353 -0.0957 0.2197 0.5956 0.2163
H 0.9568 -0.0767 -1.6222 -0.2395 0.9241 0.8446 0.1900
H 0.6655 1.6285 -1.7798 -0.1624 0.1682 0.2326 0.2044
```
Positions in Å, forces in eV/Å.

Energy above the lowest of the compared OMol25 structures with the same formula, charge and spin in eV: 0.401
E_HOMO in eV: -9.5
HOMO-LUMO gap in eV: 9.822
Multiplicity: 1
SMILES string: CCC.SS

- The highest E_HOMO belongs to which entry?
  C3H10S2

- Among the records above, which one has the highest E_HOMO?
  C3H10S2